{
  "formula": "C50H48BrCl4GeN9O4RbS2",
  "method": "the ωB97M-V functional and the def2-TZVPD basis",
  "orbital_gap_ev": [3.705, 2.728],
  "multiplicity": 2,
  "charge": -2,
  "species": ["Rb", "O", "C", "O", "C", "C", "C", "C", "C", "N", "C", "O", "O", "H", "H", "H", "H", "Br", "C", "C", "C", "C", "C", "C", "N", "C", "C", "C", "C", "C", "C", "N", "H", "H", "H", "H", "H", "H", "H", "H", "H", "N", "C", "C", "C", "N", "C", "C", "N", "C", "H", "H", "H", "H", "H", "H", "H", "H", "H", "H", "H", "H", "H", "H", "H", "H", "S", "C", "C", "C", "C", "C", "C", "N", "C", "C", "C", "C", "C", "C", "C", "H", "H", "H", "H", "H", "H", "H", "H", "Cl", "Ge", "Cl", "Cl", "C", "C", "C", "C", "N", "C", "S", "N", "H", "H", "H", "H", "H", "Cl", "C", "C", "C", "C", "C", "C", "C", "H", "H", "H", "H", "H", "H"],
  "positions_angstrom": [[-1.287600, -0.498400, -0.775300], [-3.700200, 3.133900, 0.545100], [-2.887800, 2.388800, -0.169400], [-2.010700, 1.704900, 0.340100], [-3.145100, 2.394200, -1.627900], [-4.121500, 3.200600, -2.198200], [-4.362000, 3.061000, -3.556600], [-3.634900, 2.123900, -4.266000], [-2.705500, 1.323300, -3.594200], [-2.464400, 1.474100, -2.305400], [-2.009700, 0.132200, -4.335400], [-1.942600, 0.240000, -5.562100], [-1.657500, -0.803800, -3.599900], [-3.670100, 2.833500, 1.494700], [-4.679500, 3.880500, -1.574200], [-5.127600, 3.653900, -4.041300], [-3.767900, 1.958700, -5.324200], [5.887500, -3.971000, -3.748500], [4.413600, -3.912400, -2.546200], [3.392400, -4.834600, -2.696100], [2.331900, -4.814100, -1.814000], [2.281400, -3.875100, -0.777200], [3.328000, -2.955700, -0.654100], [4.387400, -2.967600, -1.535100], [1.260700, -3.882200, 0.166400], [1.691700, -3.748500, 1.489400], [1.033100, -3.159900, 2.548800], [1.604500, -3.286000, 3.859600], [0.916300, -2.853100, 4.953200], [-0.343400, -2.269200, 4.766300], [-0.795000, -2.113200, 3.464700], [-0.160900, -2.507800, 2.381300], [3.428400, -5.563700, -3.491400], [1.536200, -5.538900, -1.915600], [3.284700, -2.206300, 0.121000], [5.175100, -2.233800, -1.451700], [2.665600, -4.181400, 1.674900], [2.578200, -3.743200, 3.960900], [1.325400, -2.959500, 5.952400], [-0.940500, -1.942900, 5.603200], [-1.754300, -1.635200, 3.293300], [1.580500, 0.270600, 4.047100], [2.127200, 1.567500, 4.441200], [3.032600, 2.085600, 3.314500], [2.223200, 2.362200, 2.049400], [1.723800, 1.060300, 1.555600], [1.050600, 3.301100, 2.299500], [0.150800, 2.830700, 3.444600], [-0.535100, 1.612800, 3.050500], [0.999600, 2.572600, 4.697600], [2.222100, -0.496300, 4.215700], [1.358800, 0.565900, 2.437600], [0.703300, 0.075000, 4.513200], [2.723900, 1.488200, 5.369100], [3.802300, 1.347800, 3.086100], [3.537500, 2.994900, 3.638900], [2.875000, 2.795600, 1.286000], [2.507900, 0.552900, 1.117200], [1.005300, 1.193800, 0.840800], [0.458800, 3.370000, 1.386700], [1.432400, 4.301100, 2.507400], [-0.549900, 3.652400, 3.685400], [-1.041500, 1.768700, 2.183800], [-1.241800, 1.366800, 3.735100], [0.358700, 2.209300, 5.504900], [1.445100, 3.516000, 5.021300], [0.109800, -3.626900, -4.103400], [1.128700, -2.277500, -4.477200], [1.634400, -1.881700, -5.701400], [2.373900, -0.715200, -5.752300], [2.620700, 0.029200, -4.600900], [2.143000, -0.378700, -3.375600], [1.379700, -1.537400, -3.304300], [0.810000, -2.051700, -2.178800], [0.126200, -3.112000, -2.415800], [-0.616000, -3.856700, -1.413100], [-1.942600, -4.190000, -1.681800], [-2.743200, -4.768100, -0.715200], [-2.198900, -5.067600, 0.527400], [-0.877100, -4.793500, 0.794700], [-0.055200, -4.170900, -0.153000], [1.434400, -2.464000, -6.587900], [2.757400, -0.373400, -6.704400], [3.186700, 0.947000, -4.662500], [2.345900, 0.177100, -2.474200], [-2.342800, -3.953300, -2.658800], [-3.782600, -4.978700, -0.917100], [-2.810300, -5.526200, 1.290800], [-0.449400, -5.069200, 1.744800], [-5.177400, -1.819100, 2.512300], [-3.607300, -0.452400, 1.521300], [-4.961500, 0.213800, -0.180600], [-3.944400, 1.470600, 3.010600], [6.332300, 0.198200, -4.793300], [6.465100, 0.475400, -3.325600], [7.704400, 0.759600, -2.744800], [7.689000, 1.024200, -1.382400], [6.597000, 1.012600, -0.654400], [5.448200, 0.720200, -1.296300], [4.032100, 0.712700, -0.394400], [5.361500, 0.451600, -2.610100], [7.304200, 0.233600, -5.281200], [5.673600, 0.937200, -5.245700], [5.884800, -0.781100, -4.948100], [8.618100, 0.773500, -3.323300], [8.605500, 1.260300, -0.845200], [-1.381200, 5.183600, -0.919100], [0.314500, 5.448500, -0.613400], [0.719600, 6.681200, -0.167100], [2.062600, 6.923400, 0.107900], [2.990100, 5.897800, -0.077800], [2.593800, 4.666100, -0.518100], [1.224800, 4.363200, -0.811100], [0.849800, 3.109000, -1.225300], [-0.010600, 7.465000, -0.027300], [2.377600, 7.895600, 0.459100], [4.039400, 6.085300, 0.117000], [3.318300, 3.880600, -0.682400], [1.590700, 2.338300, -1.354600], [-0.161700, 2.876700, -1.509400]],
  "forces_ev_per_a": [[0.69, -0.88, -0.64], [-0.31, 0.27, 0.20], [0.45, 0.11, 0.52], [-0.32, 0.53, 0.21], [-0.32, 0.19, -0.50], [0.19, -0.11, 0.23], [0.10, -0.11, 0.01], [0.10, -0.05, 0.04], [0.02, -0.33, -0.54], [-0.12, 0.27, 0.11], [-0.47, 0.75, 0.07], [-0.03, 0.08, -0.51], [0.29, -0.61, 0.68], [0.13, 0.11, -0.50], [-0.02, 0.08, 0.00], [0.03, 0.05, -0.02], [0.00, -0.01, -0.07], [-0.05, 0.06, 0.03], [0.05, 0.02, 0.00], [0.10, 0.10, -0.04], [-0.12, -0.01, 0.53], [1.56, -0.42, -1.00], [-0.52, -0.32, 0.19], [0.29, -0.07, -0.25], [0.40, 0.41, 1.82], [0.30, -0.52, -1.52], [-0.89, 0.66, 1.44], [0.13, -0.15, -0.77], [-0.51, 0.23, 0.29], [0.39, -0.25, 0.18], [-0.49, 0.30, 0.08], [0.70, -0.38, -0.28], [-0.02, -0.03, -0.05], [-0.05, -0.03, -0.03], [0.04, 0.20, -0.01], [-0.01, 0.11, 0.04], [0.11, 0.15, -0.06], [0.09, -0.08, -0.01], [0.04, -0.02, -0.07], [-0.10, 0.06, 0.02], [0.00, 0.05, 0.00], [0.14, -0.56, 0.62], [0.39, 0.52, 0.28], [-0.24, -0.24, 0.10], [0.29, 0.86, 0.02], [-0.11, -0.52, -0.18], [-0.26, -0.17, 0.19], [0.33, 0.57, 0.28], [-0.49, -0.03, -0.06], [-0.10, -0.23, -0.28], [0.03, 0.08, 0.13], [0.10, -0.07, -0.74], [0.13, -0.10, -0.09], [-0.11, 0.00, -0.19], [0.18, -0.05, -0.03], [-0.01, 0.10, -0.06], [-0.17, -0.15, -0.01], [-0.12, 0.02, 0.15], [0.06, 0.29, -0.08], [0.02, 0.10, -0.16], [0.08, 0.04, -0.01], [0.10, -0.15, -0.10], [-0.19, 0.06, -0.03], [-0.12, 0.06, -0.05], [-0.05, -0.02, 0.14], [-0.01, 0.01, 0.06], [0.07, 0.22, 0.40], [-0.10, -0.05, 0.30], [0.03, 0.00, -0.15], [-0.01, -0.12, -0.10], [0.00, 0.09, 0.02], [-0.11, 0.06, 0.14], [0.22, -0.06, -1.11], [-0.44, -0.13, 0.89], [0.10, 0.29, -1.22], [0.04, -0.15, 0.71], [-0.05, -0.12, 0.04], [0.02, -0.07, 0.03], [-0.09, -0.02, -0.11], [0.30, -0.09, -0.22], [-1.45, -0.09, -0.44], [-0.03, 0.02, -0.14], [0.02, 0.02, -0.05], [0.07, 0.01, 0.04], [0.13, 0.12, 0.10], [-0.02, 0.14, 0.00], [-0.07, 0.00, -0.05], [-0.05, -0.01, 0.06], [-0.02, -0.02, 0.11], [0.19, 0.11, 0.03], [-0.76, 0.14, 0.58], [-0.01, -0.25, 0.21], [-0.10, -0.55, 0.03], [0.07, -0.01, 0.06], [0.64, 0.11, 0.01], [-0.06, -0.03, -0.09], [0.30, -0.02, -0.26], [0.33, 0.04, 0.22], [0.20, 0.01, 0.10], [-1.07, -0.12, 0.64], [-0.15, -0.10, -0.31], [0.05, 0.00, -0.10], [-0.05, 0.03, -0.05], [-0.08, -0.08, -0.02], [0.00, 0.01, 0.00], [0.08, -0.01, -0.08], [-0.22, 0.03, -0.05], [0.37, 0.19, 0.18], [0.13, -0.08, 0.00], [0.01, 0.60, 0.24], [0.02, -0.08, -0.03], [0.15, 0.20, 0.05], [-0.20, -0.44, -0.21], [-0.34, -0.53, 0.16], [-0.13, 0.07, 0.00], [0.01, 0.11, 0.02], [0.09, -0.01, 0.03], [0.10, -0.12, -0.03], [0.30, -0.11, -0.20], [-0.16, 0.01, -0.08]],
  "lowdin_charge": [0.6951, 0.0343, -0.6488, -0.2338, -0.2913, -0.0183, -0.0499, 0.0066, -0.1540, 0.0884, -0.6680, -0.0185, -0.1149, -0.0161, 0.1149, 0.0997, 0.1084, 0.7063, -0.6697, -0.1268, -0.0283, -0.2366, -0.0129, -0.1014, 0.0238, -0.0049, -0.2787, -0.0406, -0.1080, -0.0851, -0.1608, 0.1373, 0.1000, 0.1208, 0.0908, 0.0954, 0.1316, 0.1059, 0.1038, 0.1001, 0.0472, 0.0337, -0.3531, -0.0914, -0.3043, 0.1492, -0.0899, -0.3605, 0.0513, -0.1142, 0.0941, 0.0931, 0.0676, 0.1321, 0.1150, 0.1262, 0.1034, -0.0188, 0.1167, 0.1009, 0.1338, 0.1415, 0.0353, 0.0435, 0.1109, 0.1188, 1.1071, -0.4507, -0.0914, -0.0833, -0.0711, 0.0022, -0.3019, 0.0687, -0.5831, -0.1820, -0.0324, -0.0691, -0.0675, -0.0190, -0.1560, 0.1003, 0.0969, 0.0988, 0.0519, 0.1140, 0.1047, 0.1054, 0.1117, -0.1686, 0.0580, 0.0697, -0.0080, -0.0410, -0.3607, -0.0546, -0.1851, 0.0256, -0.8860, 0.6517, 0.0931, 0.0640, 0.0739, 0.0582, 0.0837, 0.0922, 0.7128, -0.6279, -0.1773, -0.1807, -0.1536, -0.0997, -0.4071, -0.0649, 0.0815, 0.0595, 0.0845, 0.0840, 0.0003, -0.0098]
}

{
  "formula": "C20H15AuBrN4O3S",
  "method": "the ωB97M-V functional and the def2-TZVPD basis",
  "orbital_gap_ev": 4.430,
  "charge": 3,
  "de_lowest_kcal_mol": 20.4,
  "species": ["Au", "O", "S", "O", "N", "C", "C", "C", "C", "C", "C", "C", "C", "N", "C", "C", "C", "C", "C", "C", "C", "H", "H", "H", "H", "H", "H", "H", "H", "H", "H", "H", "O", "N", "Br", "C", "C", "C", "N", "C", "C", "H", "H", "H", "H"],
  "positions_angstrom": [[0.909417, 0.577054, -1.619513], [1.749667, 1.701889, 0.484743], [0.867127, 1.098784, 1.457691], [-0.277137, 1.793810, 1.935360], [0.214345, -0.141486, 0.378271], [-0.506458, -1.153355, 0.569794], [-0.993945, -1.604134, 1.891707], [-1.815328, -2.663248, 1.976946], [-2.190877, -3.378786, 0.794370], [-1.770693, -3.025494, -0.501527], [-2.165403, -3.743812, -1.648040], [-1.699600, -3.326589, -2.876017], [-0.858859, -2.219713, -2.924809], [-0.464331, -1.529198, -1.830688], [-0.916090, -1.921686, -0.659302], [1.738549, 0.296808, 2.694527], [2.866258, -0.457484, 2.352456], [3.567335, -1.058356, 3.375954], [3.156952, -0.882306, 4.698815], [2.040139, -0.117664, 5.014683], [1.308114, 0.487022, 4.009896], [-0.691567, -1.057740, 2.778555], [-2.191071, -2.987831, 2.938834], [-2.832039, -4.251638, 0.903138], [-2.821894, -4.603114, -1.561243], [-1.974283, -3.838934, -3.788004], [-0.480543, -1.869279, -3.877352], [3.208487, -0.531813, 1.327438], [4.447007, -1.646258, 3.152590], [3.730423, -1.337214, 5.495875], [1.739172, 0.010982, 6.044863], [0.453048, 1.112192, 4.234891], [2.867755, 1.992530, -3.018729], [2.441813, 1.002310, -2.781769], [-2.753248, 5.882668, -3.746048], [-1.748922, 4.435142, -3.188297], [-1.628783, 4.143060, -1.835112], [-0.878467, 3.054778, -1.455681], [-0.258806, 2.265447, -2.357909], [-0.375600, 2.555336, -3.670302], [-1.106362, 3.627394, -4.121301], [-2.103373, 4.758101, -1.083318], [-0.753994, 2.817260, -0.407721], [0.125642, 1.905357, -4.377487], [-1.173595, 3.829193, -5.181230]],
  "forces_ev_per_a": [[-0.77, 0.50, -0.60], [-0.05, -0.14, 0.42], [0.30, 0.48, 0.08], [-0.09, -0.08, -0.10], [0.43, 0.43, -0.39], [-0.45, -0.66, 0.38], [0.19, 0.25, -0.27], [-0.25, -0.36, -0.10], [0.02, 0.02, 0.08], [-0.17, -0.14, 0.26], [-0.07, -0.11, 0.00], [0.06, 0.07, -0.05], [-0.01, -0.01, 0.17], [-0.06, -0.24, -0.07], [0.06, 0.12, 0.15], [-0.03, -0.04, 0.06], [-0.05, 0.14, 0.09], [0.06, -0.04, 0.11], [0.05, -0.04, -0.03], [0.02, -0.06, 0.09], [0.02, -0.08, -0.11], [0.03, 0.02, -0.09], [-0.04, -0.07, -0.05], [0.01, 0.05, 0.02], [0.01, 0.03, 0.01], [0.01, 0.01, 0.00], [0.02, 0.02, 0.03], [-0.05, -0.02, 0.02], [0.01, 0.01, 0.03], [-0.01, -0.02, -0.01], [0.05, 0.03, 0.03], [0.01, -0.03, -0.04], [-0.16, -0.40, -0.07], [0.72, 0.51, -0.15], [-0.06, 0.12, -0.04], [-0.12, 0.17, -0.07], [0.05, -0.09, 0.10], [0.10, -0.04, -0.05], [0.10, -0.08, 0.11], [0.03, -0.07, 0.04], [0.09, -0.11, -0.02], [0.00, -0.01, -0.01], [0.02, -0.03, -0.01], [-0.02, 0.00, 0.04], [-0.01, 0.00, 0.01]],
  "lowdin_charge": [1.0545, -0.3354, 0.6874, -0.2231, -0.0472, -0.1836, 0.1151, 0.0399, 0.1861, -0.1191, 0.0953, 0.0378, -0.0089, 0.0737, -0.1309, -0.3423, -0.0451, -0.0234, 0.0023, -0.0172, -0.0397, 0.1343, 0.1496, 0.1641, 0.1564, 0.1448, 0.1374, 0.1190, 0.1296, 0.1335, 0.1327, 0.1295, 0.2775, 0.0776, 0.9472, -0.6690, -0.0553, -0.0915, -0.0811, -0.1207, -0.0630, 0.1302, 0.0967, 0.1150, 0.1292]
}

{
  "formula": "C3H3NO2S",
  "method": "the ωB97M-V functional and the def2-TZVPD basis",
  "orbital_gap_ev": 8.196,
  "smiles": "O=C=O.C#N.C=S",
  "de_lowest_kcal_mol": 114.0,
  "species": ["O", "C", "O", "C", "N", "H", "C", "S", "H", "H"],
  "positions_angstrom": [[-4.337421, -0.457652, 0.895762], [-3.977669, 0.200543, 0.102004], [-3.295573, 0.280071, -0.813002], [-0.341536, -1.213526, -0.059018], [-1.430406, -1.535800, 0.143779], [0.653062, -1.213441, -0.049345], [-0.352273, 0.924779, 0.058484], [-1.460649, 2.052377, -0.061502], [-0.056450, 0.573119, 1.165161], [0.435607, 0.771547, -0.670338]],
  "forces_ev_per_a": [[-5.34, -3.51, 8.66], [3.87, -0.05, -5.04], [0.85, 3.23, -3.84], [-4.08, -2.44, 0.61], [0.43, 0.00, -0.43], [3.44, 0.06, -0.33], [1.96, 1.46, 3.56], [-0.26, 0.56, -0.36], [-0.66, 0.64, -2.51], [-0.20, 0.06, -0.33]],
  "lowdin_charge": [0.2637, -0.5449, 0.0665, -0.1334, 0.1650, 0.0481, -0.7024, 0.7396, 0.0815, 0.0163]
}

{
  "formula": "C5H6N2O",
  "method": "the ωB97M-V functional and the def2-TZVPD basis",
  "orbital_gap_ev": 9.206,
  "smiles": "[H]/N=C1\\CC(=O)C(=C)N1",
  "de_lowest_kcal_mol": 26.8,
  "species": ["H", "N", "C", "C", "C", "O", "C", "C", "N", "H", "H", "H", "H", "H"],
  "positions_angstrom": [[3.238625, -0.671242, -0.154217], [2.711050, 0.139559, -0.223693], [1.450013, 0.024399, 0.064360], [0.628661, -1.243436, 0.117032], [-0.877072, -0.849082, 0.069632], [-1.831203, -1.576308, -0.081141], [-0.915891, 0.588689, 0.049088], [-2.049698, 1.227230, -0.138761], [0.401096, 1.052276, 0.217642], [0.902781, -1.886261, 0.982315], [0.601600, -1.755318, -0.830728], [-2.195851, 2.367109, -0.089382], [-2.857290, 0.551288, -0.072665], [0.793176, 2.031099, 0.090520]],
  "forces_ev_per_a": [[0.68, -2.11, -0.06], [-3.89, 3.33, 1.14], [-0.72, -0.16, -0.90], [-1.04, -0.68, 0.81], [0.63, -1.46, 0.35], [0.71, 0.05, 0.30], [1.42, 1.90, -0.08], [-0.13, 2.76, 0.79], [3.95, 0.84, -0.74], [-0.29, 0.16, -0.81], [1.07, -0.71, -0.31], [0.29, -2.09, -0.30], [-1.24, -0.20, -0.36], [-1.44, -1.63, 0.17]],
  "lowdin_charge": [0.0110, 0.1276, -0.3502, -0.0259, -0.3582, 0.1075, -0.3215, 0.0994, 0.1041, 0.1427, 0.1266, 0.1064, 0.0555, 0.1748]
}

Which formula does entry 4 have? C5H6N2O